Entry from the OMol25 dataset: a structure of composition C41H49LaN9O4S4SiTe (ωB97M-V/def2-TZVPD).

Highest occupied orbital energy (spin up / spin down)   -2.826 / -2.434 eV
Calculated total energy   -124284.9011 eV
HOMO-LUMO gap (spin up / spin down)   4.47 / 4.07 eV
LUMO energy (spin up / spin down)   0.0604 / 0.0603 Eh
Total charge   -1

Last column: Löwdin charge in e.
Element x y z (Å)
La 13.82788 12.29019 12.69403  1.8819
C 14.04519 8.56465 13.82384  -0.0925
O 13.26675 9.68852 13.39038  -0.2462
C 11.96335 9.40748 12.97742  -0.2830
C 11.20645 8.33429 13.51544  -0.0440
C 9.84379 8.39686 13.40769  -0.1248
C 9.20119 9.29299 12.52645  -0.0878
C 10.01376 10.08725 11.75560  -0.0569
C 11.36603 10.14593 11.97869  -0.2833
N 12.14921 11.04786 11.22289  -0.1320
N 11.53680 11.30791 10.04987  0.0305
C 12.16249 12.02121 9.12415  -0.1715
C 13.56240 12.46867 9.25823  -0.3826
O 14.08954 12.61127 10.40936  -0.3277
C 14.23721 12.71567 8.06220  -0.0510
C 13.61012 12.70089 6.85236  -0.0891
C 12.21671 12.55738 6.72100  -0.2041
C 11.53141 12.45683 5.48630  -0.0706
C 10.17650 12.43613 5.38515  -0.1352
C 9.41973 12.16190 6.53316  -0.1092
C 10.04841 12.18771 7.78078  -0.0426
C 11.45084 12.29651 7.88057  -0.1227
H 14.10292 7.69038 13.23733  0.0847
H 15.05759 8.97458 13.82531  0.0197
H 13.88637 8.25611 14.88075  0.1005
H 11.69468 7.58880 14.16203  0.1087
H 9.20371 7.68354 13.94033  0.0965
H 8.14486 9.22937 12.34018  0.0897
H 9.68025 10.69020 10.89544  0.1020
H 15.31034 12.99514 8.07945  0.1169
H 14.14942 12.87256 5.93337  0.0916
H 12.13224 12.31452 4.58344  0.1049
H 9.67032 12.54322 4.43825  0.0857
H 8.34010 11.95892 6.48862  0.0908
H 9.52541 12.22820 8.73322  0.0939
N 14.56964 10.82767 16.21140  0.0549
C 15.33764 11.92658 15.94681  -0.6503
N 14.83705 12.94906 15.21960  0.0041
C 15.71287 14.03585 15.42716  -0.3294
C 16.98213 13.65149 15.92099  -0.4067
S 17.07071 12.02152 16.41162  0.9885
C 15.27608 15.39198 15.25643  -0.3606
C 15.99064 16.58665 15.36006  -0.3951
S 15.10382 17.97845 14.85156  0.9768
C 13.71009 16.87174 14.64782  -0.6939
N 13.91732 15.61319 14.94536  0.0766
N 12.50043 17.36862 14.29034  0.0761
H 13.52638 10.97859 15.98212  -0.0320
H 14.59955 10.31796 17.11035  0.1082
H 17.85741 14.23422 16.09356  0.0475
H 16.98235 16.80968 15.74185  0.0616
H 12.28833 18.36968 14.05177  0.1297
H 11.84673 16.66191 13.99600  0.0728
Te 11.01076 11.86058 15.53535  0.5460
C 8.86396 14.63183 17.97840  -0.2162
Si 9.58524 14.91486 16.30240  0.3722
C 8.33284 14.34201 15.07072  -0.2212
C 9.85256 16.83363 16.06793  -0.1722
C 11.23551 13.91693 16.29108  -0.7198
H 7.93529 15.19168 18.06402  0.0158
H 9.52332 14.98622 18.74088  0.0111
H 8.53310 13.56294 18.15262  0.0574
H 8.49852 14.99218 14.20066  -0.0046
H 7.32964 14.65889 15.44007  0.0397
H 8.31568 13.27375 14.92086  -0.0184
H 9.43717 17.41601 16.90223  0.0233
H 9.46718 17.08148 15.10642  -0.0115
H 10.92535 17.00860 16.12512  -0.0045
H 11.57101 13.88079 17.35180  -0.0178
H 12.05265 14.40451 15.66036  -0.0434
C 18.35681 11.22839 12.88913  -0.2216
S 16.94529 10.14145 12.70593  1.0431
O 15.84821 11.30691 12.43152  -0.7494
C 17.45413 9.33533 11.16387  -0.3846
C 16.80148 9.67542 10.01268  -0.0481
C 17.31739 9.20919 8.78528  -0.0360
C 18.41910 8.33652 8.77628  -0.0603
C 18.97850 7.84464 9.98410  -0.0705
C 18.57497 8.46523 11.15131  -0.0989
H 18.03101 12.21808 12.46355  0.0769
H 19.21797 10.79057 12.34126  0.0604
H 18.66842 11.28293 13.96407  0.0446
H 16.06346 10.51794 10.06370  0.1272
H 16.85370 9.50340 7.89926  0.0894
H 18.82966 7.98584 7.84787  0.0943
H 19.86612 7.23383 9.99486  0.1001
H 19.03329 8.24523 12.09683  0.1022
S 15.39994 15.07693 12.05618  0.5835
C 17.12750 15.16493 12.28318  -0.7957
N 17.79033 15.67712 11.19051  -0.0223
C 19.07431 16.18300 11.24330  -0.1486
C 19.82437 15.86406 12.37203  -0.1511
C 19.21076 15.10760 13.31087  -0.2194
N 17.87139 14.73908 13.30067  0.0121
H 17.11823 16.00463 10.47444  0.1064
H 19.46751 16.69161 10.37238  0.0862
H 20.88259 16.07701 12.52845  0.0907
H 19.68580 14.84346 14.27520  0.0814
C 9.38273 15.87572 11.32189  -0.0246
N 10.81974 15.43784 11.38710  -0.1584
C 11.84230 16.14014 10.63768  -0.0369
C 11.05251 14.37881 12.20568  -0.2642
O 12.19338 14.07619 12.60113  -0.2475
H 9.08838 16.27052 12.32507  0.0760
H 8.78313 14.97567 11.12581  0.0899
H 9.24133 16.61000 10.50115  0.0923
H 11.94508 15.68253 9.64453  0.0978
H 12.88036 16.16102 11.08878  0.0694
H 11.47362 17.15951 10.51050  0.0777
H 10.23289 13.77037 12.54318  0.1304

Force components x, y, z for each atom (eV/Å):
La -1.8 0.9 -0.2
C 1.3 1.7 1.8
O -0.2 -1.2 -0.7
C -0.9 -1.9 0.6
C 1.4 1.2 1.1
C -1.8 -0.7 -0.4
C 1.1 -0.7 0.1
C -1.6 0.0 -0.7
C 1.5 1.7 -0.7
N 0.0 -0.3 0.4
N 0.1 0.5 0.2
C 0.7 0.5 0.4
C -1.8 -0.3 -0.8
O 1.0 0.0 0.8
C 1.4 0.5 0.1
C -0.3 0.1 -1.2
C -0.7 -1.2 0.2
C 1.2 0.6 -0.6
C -0.6 -1.0 0.2
C -0.4 0.8 1.5
C 0.0 0.1 -0.5
C 0.3 -0.1 0.4
H -0.8 -0.8 -1.3
H -0.1 -0.2 0.2
H -0.5 0.4 -0.6
H -0.4 0.5 -0.2
H 0.4 0.1 -0.1
H -0.3 0.1 0.2
H -0.1 -0.4 0.8
H -0.7 -0.3 0.3
H 0.3 0.0 -0.1
H -0.1 0.7 0.1
H 0.1 -0.4 -0.3
H 0.5 0.5 -0.1
H -0.3 -0.7 -0.3
N -1.6 -0.5 0.1
C -0.9 -0.1 -0.9
N 1.7 -0.7 2.6
C 3.0 -1.8 0.9
C -2.0 1.4 -0.6
S -2.1 -0.1 -0.3
C -0.7 3.0 -0.5
C 0.3 -1.2 0.2
S -1.0 -1.5 0.1
C 0.9 -0.2 0.7
N 0.7 1.2 -0.7
N -0.8 1.2 -0.7
H 1.3 0.1 0.2
H 0.7 0.8 -0.9
H 0.1 0.6 -0.1
H 0.0 -0.6 -0.3
H 0.7 -1.9 0.5
H -0.2 0.2 -0.1
Te 0.4 0.2 -0.1
C -1.4 -1.1 0.1
Si 1.4 -0.4 0.4
C -1.0 1.3 0.2
C 0.5 -1.5 1.5
C 0.3 1.0 -0.6
H -0.2 0.3 0.1
H 0.5 0.0 0.7
H 0.8 1.0 -0.1
H -0.1 -0.7 -0.4
H 0.5 -0.2 -0.1
H 0.2 -0.2 -0.5
H -0.4 -0.1 -0.5
H -0.3 0.7 -0.7
H 0.0 0.1 -0.3
H 0.0 0.0 -0.7
H -1.0 -0.6 1.0
C 1.3 0.2 0.3
S -1.3 2.7 -0.3
O 3.5 -4.1 0.1
C 0.5 0.0 -0.1
C -0.1 1.5 -0.8
C 1.1 -1.1 1.9
C -0.8 -0.3 0.8
C -0.2 2.0 -0.6
C -1.4 0.0 0.6
H 0.4 -0.9 0.6
H -0.6 0.4 0.2
H -0.7 0.2 -0.9
H 0.3 -1.1 -0.2
H -0.5 0.5 -1.4
H 0.0 -0.1 -0.3
H -0.1 -0.3 -0.1
H 0.3 -0.2 0.3
S 0.6 -0.3 0.4
C 0.8 -1.0 0.6
N -1.6 0.8 -1.4
C 1.4 0.3 0.1
C 0.4 0.1 -0.9
C -0.6 -1.1 2.0
N -1.3 0.6 -0.7
H 0.9 -0.3 0.6
H -0.2 -0.1 0.1
H -0.4 0.4 -0.4
H 0.1 0.1 -0.7
C 0.8 -0.4 0.1
N -1.3 -1.0 1.3
C 1.0 0.2 -0.1
C 2.0 1.0 -0.5
O -0.9 0.6 -0.7
H 0.1 0.0 -1.0
H 0.0 0.4 -0.1
H 0.1 -0.5 0.7
H 0.0 0.1 0.1
H -1.4 -0.2 -0.1
H 0.3 0.0 0.0
H -0.9 0.0 0.2